Density functional theory data (wB97M-V/def2-TZVPD) for a structure of composition AsF6H24O12.

CARTESIAN COORDINATES (ANGSTROEM)
As 4.77 0.13 -30.34
F 3.99 -0.89 -29.05
F 3.27 0.12 -31.34
F 5.60 1.14 -31.56
F 6.29 0.21 -29.34
F 5.30 -1.37 -31.21
F 4.17 1.62 -29.47
O 3.83 -3.65 -27.74
H 4.29 -3.50 -26.92
H 3.48 -2.79 -27.98
O 0.91 1.67 -30.48
H 1.68 1.19 -30.79
H 1.25 2.26 -29.81
O 4.59 4.01 -32.74
H 4.00 4.64 -33.16
H 4.40 3.18 -33.18
O 3.57 2.15 -26.80
H 3.34 1.84 -27.67
H 4.52 2.29 -26.84
O 5.66 -4.24 -32.90
H 5.00 -4.16 -32.21
H 6.13 -5.04 -32.69
O 8.87 0.10 -31.55
H 9.37 -0.68 -31.79
H 8.34 -0.18 -30.80
O 7.71 2.68 -31.97
H 6.77 2.57 -31.85
H 8.09 1.86 -31.66
O 7.11 1.72 -27.27
H 6.89 1.18 -26.51
H 7.25 1.09 -27.97
O 6.51 -3.05 -29.09
H 5.66 -2.69 -29.35
H 6.59 -3.87 -29.58
O 0.84 -0.29 -33.21
H 1.62 0.13 -32.85
H 0.45 -0.76 -32.47
O 5.42 -0.55 -33.83
H 4.97 -1.06 -33.15
H 5.02 0.32 -33.77
O 4.59 4.20 -29.92
H 4.58 3.26 -29.72
H 4.50 4.24 -30.87

## Properties
2S+1: 2
Kohn-Sham gap (spin up / spin down), eV: 3.50 / 9.11
Strongest force on any atom, eV/A: 2.26
Charge: -2
Electronic energy, hartree: -3752.40892
Energy above the lowest of the compared OMol25 structures with the same formula, charge and spin, eV: 0.575

---

Density functional theory data (wB97M-V/def2-TZVPD) for the molecule C5H8N2O.

CARTESIAN COORDINATES (ANGSTROEM)
C 2.31 -0.24 -1.53
C 1.54 -0.07 -0.53
C 0.48 0.41 0.30
O 0.65 1.07 1.56
C -0.94 0.33 -0.40
N -1.76 1.34 0.02
C -0.54 -0.75 0.53
N 0.11 -2.14 0.24
H 3.33 -0.09 -2.00
H -0.03 1.99 1.35
H -0.57 0.36 -1.50
H -2.82 1.21 -0.15
H -1.46 2.22 -0.46
H -1.27 -0.59 1.47
H -0.32 -3.11 0.63
H 1.28 -1.96 0.47

## Properties
Kohn-Sham gap, eV: 8.84
Strongest force on any atom, eV/A: 6.22
Electronic energy, hartree: -379.81110
Energy above the lowest of the compared OMol25 structures with the same formula, charge and spin, eV: 7.540

---

Density functional theory data (wB97M-V/def2-TZVPD) for a structure of composition C11H10AlB2BeBrCaClF18N2O11P2S3.

CARTESIAN COORDINATES (ANGSTROEM)
O 2.30 -1.66 1.85
P 3.08 -0.53 1.12
O 4.73 -0.95 0.93
O 2.99 0.86 2.12
P 2.12 -0.01 -0.81
C 1.07 -1.52 -1.17
C -0.38 -1.40 -1.68
S -1.29 0.17 -2.03
O -0.35 1.31 -2.38
O -2.11 -0.08 -3.29
C -2.47 0.70 -0.69
F -1.71 1.18 0.42
F -3.14 1.85 -1.20
C -3.48 -0.43 -0.16
F -2.64 -1.43 0.48
F -4.11 -1.01 -1.31
C -4.53 0.04 0.95
F -3.84 0.23 2.18
F -5.23 1.21 0.65
C -5.68 -1.09 1.28
F -6.89 -0.64 0.70
F -5.31 -2.43 0.87
F -5.86 -1.08 2.69
C -1.17 -2.76 -1.95
C -0.60 -4.17 -1.71
Br -1.67 -5.82 -2.01
C 0.89 -4.29 -1.22
N 1.64 -5.51 -0.95
S 3.19 -4.94 -0.45
N 3.02 -3.25 -0.52
C 1.70 -2.92 -0.95
H 5.21 -0.08 0.96
H 2.35 1.52 1.73
H 1.33 1.15 -0.51
H -2.25 -2.68 -2.31
F 1.03 0.94 2.59
Ca 5.71 -5.29 0.82
C 9.34 -1.92 2.25
O 8.05 -2.52 2.17
H 9.94 -2.46 3.00
H 9.84 -1.98 1.28
H 9.24 -0.88 2.55
H 7.55 -2.03 1.51
Cl -6.01 -3.95 1.73
B -1.24 4.69 -2.80
F 0.16 4.49 -2.57
F -1.96 4.48 -1.58
F -1.46 6.03 -3.26
F -1.70 3.77 -3.80
O -5.77 2.05 4.35
H -6.27 1.23 4.29
H -4.98 1.88 3.82
Be 11.71 -2.94 3.30
B -7.11 3.41 -1.02
F -7.83 2.77 0.05
F -7.73 4.65 -1.34
F -5.75 3.65 -0.59
F -7.10 2.56 -2.17
O 3.54 3.37 -0.99
S 3.81 4.62 -1.71
O 5.21 5.01 -1.52
O 2.93 5.68 -1.19
O 3.54 4.42 -3.14
Al 2.36 -5.17 2.25

## Properties
Kohn-Sham gap, eV: 1.55
Strongest force on any atom, eV/A: 9.15
Charge: +1
Electronic energy, hartree: -9054.73152

---

Density functional theory data (wB97M-V/def2-TZVPD) for the molecule C18H23N5OS.

CARTESIAN COORDINATES (ANGSTROEM)
N 0.74 5.97 8.63
C 0.43 5.06 8.01
C 0.08 3.90 7.25
N -1.14 3.66 6.92
N -1.20 2.51 6.22
C -0.03 1.80 5.98
N 0.15 0.71 5.38
C -1.00 0.05 4.80
C -1.39 0.61 3.43
C -2.65 -0.08 2.87
C -2.38 -0.24 1.37
C -0.89 -0.60 1.36
N -0.21 -0.59 0.07
C -0.41 0.34 -0.91
O -1.03 1.37 -0.76
C 0.22 -0.02 -2.17
C 0.71 -0.30 -3.23
C 1.31 -0.65 -4.52
C 2.25 -1.86 -4.39
C 2.87 -2.22 -5.74
C 1.80 -2.47 -6.79
C 0.86 -1.27 -6.92
C 0.23 -0.91 -5.58
C -0.29 0.40 2.37
S 1.27 2.74 6.73
H -2.11 2.23 5.88
H -0.75 -1.01 4.68
H -1.88 0.08 5.47
H -1.57 1.69 3.54
H -2.76 -1.06 3.34
H -3.56 0.48 3.07
H -3.00 -1.01 0.91
H -2.53 0.70 0.85
H -0.77 -1.61 1.75
H 0.27 -1.42 -0.21
H 1.91 0.21 -4.85
H 3.02 -1.65 -3.65
H 1.67 -2.71 -4.02
H 3.51 -1.39 -6.07
H 3.52 -3.09 -5.63
H 2.26 -2.69 -7.76
H 1.21 -3.35 -6.51
H 1.43 -0.41 -7.29
H 0.08 -1.47 -7.65
H -0.40 -1.74 -5.23
H -0.41 -0.04 -5.67
H -0.08 1.33 1.84
H 0.65 0.04 2.81

## Properties
Kohn-Sham gap, eV: 8.95
Strongest force on any atom, eV/A: 0.40
Electronic energy, hartree: -1446.84138
Energy above the lowest of the compared OMol25 structures with the same formula, charge and spin, eV: 2.765